{
  "formula": "C24H30NO6Zr",
  "method": "the ωB97M-V functional and the def2-TZVPD basis",
  "orbital_gap_ev": [3.378, 3.389],
  "largest_force_ev_per_a": 3.3,
  "charge": -1,
  "elements": ["C", "C", "C", "C", "H", "H", "C", "H", "H", "C", "H", "H", "C", "C", "C", "O", "O", "O", "O", "C", "H", "H", "H", "C", "H", "H", "H", "O", "H", "H", "C", "C", "H", "H", "H", "H", "H", "H", "Zr", "C", "C", "C", "H", "C", "C", "H", "H", "H", "H", "C", "C", "C", "H", "C", "C", "H", "H", "H", "H", "O", "C", "N"],
  "xyz": [[-0.357147, -0.062882, -3.659025], [-1.157963, -1.215298, -2.952082], [-0.616947, 1.233642, -2.910323], [-1.565023, 0.923309, -1.725193], [-0.980788, 2.009248, -3.581657], [0.348478, 1.585475, -2.510444], [-1.432951, -0.620403, -1.598766], [-0.567561, -2.136521, -2.883043], [-2.088096, -1.373591, -3.501919], [-0.121926, -0.723324, -0.793976], [-2.234972, -1.113979, -1.050306], [-2.602697, 1.268566, -1.873677], [-0.887322, 1.458744, -0.426617], [1.163046, -0.240094, -3.611980], [-0.538760, 0.119205, -5.154065], [-0.831780, 1.200045, -5.616893], [1.836034, -0.868069, -2.788266], [1.753588, 0.412476, -4.622973], [-0.326815, -0.940221, -5.960929], [-0.053832, -2.247474, -5.409973], [-0.951996, -2.652051, -4.931217], [0.794247, -2.227736, -4.704170], [0.211604, -2.866642, -6.264468], [3.188398, 0.328527, -4.685802], [3.641162, 0.755519, -3.782148], [3.468189, 0.911253, -5.566164], [3.496750, -0.718704, -4.802415], [0.214550, 0.644439, -0.452008], [0.719708, -1.150988, -1.364611], [-0.197705, -1.345130, 0.103307], [-1.859762, 1.198314, 0.708748], [-0.463539, 2.948476, -0.357567], [-1.321832, 3.558851, -0.636123], [0.403404, 3.266624, -0.949294], [-0.224888, 3.240106, 0.670413], [-1.471358, 1.457978, 1.691977], [-2.257817, 0.174139, 0.731335], [-2.706026, 1.881998, 0.608903], [0.049610, 0.230195, 4.528732], [-1.657541, -1.186986, 5.105167], [-2.063723, -0.846411, 3.744198], [-1.377891, -1.752554, 2.855812], [-2.983292, -0.334100, 3.492203], [-0.509390, -2.549537, 3.625809], [-0.622296, -2.182420, 4.994545], [-0.106437, -2.655844, 5.812589], [-2.118074, -0.885595, 6.045084], [-1.667006, -1.979709, 1.833765], [0.128558, -3.333779, 3.239136], [2.226010, 1.259281, 3.619875], [2.316533, 0.180076, 4.594102], [2.157982, -1.040288, 3.847422], [2.669913, 0.243376, 5.624341], [2.091644, -0.725979, 2.457346], [2.113255, 0.676430, 2.315543], [2.253370, 1.200198, 1.362210], [2.519663, 2.279512, 3.861450], [2.297395, -2.027933, 4.275345], [2.140506, -1.470227, 1.654707], [-1.525407, 3.963201, 6.355700], [-1.098616, 2.937439, 5.923237], [-0.654444, 1.927850, 5.445112]],
  "forces_ev_per_angstrom": [[1.1791, -0.8960, -0.5621], [0.0503, 0.9543, -0.6134], [-0.3235, 0.8301, 0.5127], [0.0185, 0.3410, -0.6396], [-0.0934, -0.1762, 0.0014], [-0.5223, 0.0253, -0.0315], [0.5754, 0.2318, 0.9264], [-0.3507, 0.2083, -0.0110], [0.0369, -0.2155, -0.1285], [0.3007, 0.4712, 0.8987], [-0.1735, 0.0985, -0.2203], [0.4062, -0.0916, -0.0625], [-1.5611, 0.1630, -0.4768], [1.9104, -1.3796, 1.6277], [-1.2534, 1.0689, -0.4350], [0.1480, -1.3135, -0.2909], [-0.9252, 0.9971, -2.0427], [0.2316, 0.1113, 0.1864], [-0.1294, -0.2315, 0.0044], [0.0559, 0.2612, -0.1368], [0.3351, 0.0359, -0.1685], [-0.4100, -0.0999, -0.3125], [-0.0027, 0.0755, 0.0203], [-0.0112, 0.0076, 0.0393], [-0.1542, -0.1886, -0.2222], [-0.0657, -0.1229, 0.1776], [-0.0546, 0.3017, 0.1026], [2.3961, -1.4826, 1.0087], [-0.7503, 0.5451, 0.5017], [-0.3595, 0.3008, 0.2029], [-0.5127, 0.2505, 0.6139], [-0.1419, -0.1529, -0.0067], [-0.0445, 0.0842, -0.1587], [-0.2392, -0.4777, -0.1953], [-0.0328, -0.3755, -0.0013], [0.4390, -0.3881, 0.0830], [0.2604, 0.2923, 0.0443], [-0.2084, -0.0601, -0.3024], [-1.4168, -1.8658, -2.2676], [-0.4530, -0.1011, -0.8730], [-0.2052, -0.8970, 0.3625], [-0.1342, -0.5431, 1.3375], [0.2191, 0.2022, -0.0653], [-0.5009, 0.6260, -0.3834], [0.0371, 0.3903, 0.4824], [-0.1144, -0.1348, 0.0644], [0.0539, 0.2037, -0.2937], [0.3525, 0.4615, -0.0255], [0.0914, 0.1484, -0.0125], [0.9813, -1.0713, 0.7287], [2.0027, 0.0559, -1.1465], [1.2587, 0.7576, -0.2107], [-0.1722, 0.0224, -0.4414], [0.0031, -0.0758, 0.9414], [0.1168, 0.2923, 0.4813], [-0.5842, -0.1657, 0.5207], [-0.4788, -0.1263, -0.2102], [-0.3042, 0.1809, -0.1328], [-0.4135, 0.4160, 0.3051], [0.2000, -0.6783, -0.1365], [0.2573, -0.1250, -0.3586], [-0.8203, 2.0236, 1.4003]]
}


{
  "formula": "C4H8",
  "method": "the ωB97M-V functional and the def2-TZVPD basis",
  "orbital_gap_ev": 10.415,
  "smiles": "C=C(C)C",
  "e_above_lowest_kj_mol": 0.0,
  "largest_force_ev_per_a": 0.6,
  "elements": ["C", "C", "C", "C", "H", "H", "H", "H", "H", "H", "H", "H"],
  "xyz": [[1.142508, -0.753812, -0.470242], [0.103003, -0.062255, -0.023478], [-0.819076, -0.588367, 1.029790], [-0.238040, 1.302088, -0.530969], [1.766801, -0.352261, -1.259305], [1.372538, -1.720837, -0.056782], [-1.022569, 0.150881, 1.798202], [-0.418903, -1.462957, 1.557027], [-1.774155, -0.879928, 0.585472], [0.298770, 1.589927, -1.438217], [-0.001536, 2.049558, 0.235107], [-1.313122, 1.395456, -0.716815]],
  "forces_ev_per_angstrom": [[-0.1179, 0.2545, -0.0835], [0.0927, -0.0338, -0.0508], [0.0270, -0.5241, 0.3368], [-0.1263, 0.4358, -0.0279], [0.0785, -0.1128, 0.0355], [0.1437, -0.2058, -0.0103], [-0.1052, 0.2887, 0.0429], [0.0178, 0.0946, -0.2901], [-0.0434, 0.0852, 0.0288], [-0.0082, -0.1911, 0.0879], [-0.0354, -0.0472, -0.0153], [0.0768, -0.0440, -0.0539]]
}


{
  "formula": "C2H3Cl2NO2",
  "method": "the ωB97M-V functional and the def2-TZVPD basis",
  "orbital_gap_ev": [9.964, 6.353],
  "e_above_lowest_kj_mol": 547.7,
  "largest_force_ev_per_a": 2.3,
  "elements": ["C", "C", "N", "O", "O", "Cl", "Cl", "H", "H", "H"],
  "xyz": [[1.135919, -0.573648, 0.494913], [-0.239153, -0.949740, -0.015325], [-1.200368, 1.706237, -0.497999], [-0.834697, 2.530316, 0.285885], [-1.390630, 1.672726, -1.698891], [-0.636755, -1.189076, -1.633259], [-1.249513, -1.625152, 1.136925], [1.765713, -1.390207, 0.174467], [1.588098, 0.428593, 0.153532], [1.061389, -0.610053, 1.599752]],
  "forces_ev_per_angstrom": [[-0.2629, 0.7907, -0.1586], [0.6621, 1.4119, 0.2793], [0.0134, -0.4022, -1.1382], [-0.3073, -0.2886, -0.9234], [0.3428, 0.7310, 2.1541], [0.2950, -0.3205, -0.2975], [-0.8369, -0.5117, 0.4869], [0.7588, -0.1252, -0.0440], [-0.9502, -1.5425, 0.3341], [0.2852, 0.2573, -0.6928]]
}